A 2-piece molecular cluster, CH2FNOS overall, computed with ωB97M-V with the def2-TZVPD basis set.

Output
Kohn-Sham gap (alpha / beta) ... 9.310 / 8.413 eV
LUMO (alpha / beta) ... -0.86 / -1.47 eV
Energy relative to the best compared isomer or geometry (same formula, charge and spin) ... 166.86 kcal per mole
HOMO energy (alpha / beta) ... -10.2 / -9.9 eV
Total energy ... -18152.2895 eV

```
7
Properties=species:S:1:pos:R:3:forces:R:3
O 1.6922 1.7248 -1.7826 0.930 0.138 -0.511
F 0.1603 -1.7657 1.6258 -0.086 -0.254 -0.213
H -0.8303 1.4989 -0.3757 -0.185 0.258 -0.061
N -1.0007 -1.1217 1.3353 0.021 0.922 0.046
C -0.0573 0.7590 -0.3771 0.647 -1.392 0.521
H -1.3810 -1.6342 0.5309 0.305 -0.344 -0.142
S 1.4169 0.5389 -0.9566 -1.632 0.673 0.359
```
Forces are in eV/Å.

Atomic partial charges in e from the Mulliken method, atoms 1 to 6: O -0.4823; F -0.1047; H 0.3674; N -0.1618; C -0.2102; H 0.2601